Record 1
A molecular structure, C26H24BrN10RbS. Source: OMol25; level of theory: ωB97M-V/def2-TZVPD.

HOMO (spin up / spin down): -0.1 / 0.7 eV
electronic energy: -123780.68391 eV
2S+1: 1
relative energy (zero: lowest compared OMol25 entry of this formula, charge and spin): 12.2 kcal per mole
charge: -2

CARTESIAN COORDINATES (ANGSTROEM)
Rb: 0.0407 -0.4483 -0.2502
C: -2.4195 2.2687 3.9387
C: -2.0815 1.1657 2.9719
N: -0.8045 0.8156 2.7130
N: 0.1273 1.6639 3.2717
C: 1.3826 1.3169 3.5113
N: 2.2074 2.4153 3.8033
S: 1.9874 -0.2480 3.5380
C: -3.0958 0.4842 2.2383
C: -4.4986 0.6053 2.4529
C: -5.3707 -0.0670 1.6309
C: -4.8862 -0.8726 0.5887
C: -3.5030 -0.9729 0.4681
N: -2.6443 -0.3431 1.2524
H: -2.2288 3.2656 3.5131
H: -1.8254 2.1854 4.8548
H: -3.4697 2.2531 4.2192
H: -0.1047 2.6400 3.4051
H: 2.0912 3.1885 3.1615
H: 3.1691 2.1138 3.8397
H: -4.8873 1.2081 3.2634
H: -6.4395 0.0247 1.7967
H: -5.5436 -1.4055 -0.0839
H: -3.0625 -1.6103 -0.2979
N: -1.8433 -3.6788 2.6442
C: -0.8059 -2.8639 2.4438
N: -0.4299 -2.9258 1.1903
C: -1.3242 -3.8044 0.6136
N: -2.2058 -4.2981 1.4847
C: -1.3041 -4.0982 -0.8074
C: -2.1392 -5.0740 -1.3478
N: -2.1764 -5.4264 -2.6251
C: -1.2808 -4.7129 -3.4173
C: -0.4768 -3.7278 -2.9069
N: -0.4344 -3.3553 -1.6141
H: -2.3828 -3.8168 3.4769
H: -0.3792 -2.2227 3.2049
H: -2.8182 -5.5948 -0.6757
H: -1.2583 -4.9567 -4.4734
H: 0.1825 -3.1815 -3.5814
Br: 6.5482 -0.1474 -4.5676
C: 5.1369 -0.1715 -3.2996
C: 4.8498 -1.3400 -2.6256
C: 3.8124 -1.3005 -1.7000
N: 3.1063 -0.2073 -1.4430
C: 3.3945 0.9024 -2.1154
C: 4.4119 0.9742 -3.0629
H: 5.3983 -2.2519 -2.8125
H: 3.5347 -2.1940 -1.1512
H: 2.7858 1.7770 -1.9054
H: 4.6105 1.8969 -3.5892
C: -0.4425 1.8007 -2.1070
C: 0.5195 2.7314 -2.1506
C: 0.9725 3.3556 -0.8966
C: 2.0112 4.2484 -0.8939
C: 2.7057 4.6333 -2.0584
C: 2.2775 4.0601 -3.2634
C: 1.2476 3.1520 -3.3457
H: 0.4726 3.0937 0.0278
H: 2.3094 4.6736 0.0612
H: 3.5206 5.3433 -2.0240
H: 2.7843 4.3344 -4.1855
H: 0.9692 2.7269 -4.3015

Results of the natural (NBO) charge analysis, in e, for atoms 1 through 4: 0.909 -0.669 0.089 -0.359


Record 2
A single C3H6N4S molecule in a non-equilibrium geometry. Source: OMol25; level of theory: ωB97M-V/def2-TZVPD.

HOMO: -7.5 eV
electronic energy: -20001.49294 eV
2S+1: 1
relative energy (zero: lowest compared OMol25 entry of this formula, charge and spin): 65.6 kcal per mole
SMILES: Nn1[nH]cc/c1=N\S

CARTESIAN COORDINATES (ANGSTROEM)
N: 0.9364 1.8778 0.1927
N: 0.7711 0.5864 -0.2964
N: 1.7565 -0.3392 0.1073
C: 1.1563 -1.5639 0.0910
C: -0.1839 -1.4560 -0.0431
C: -0.4843 -0.0503 -0.1620
N: -1.5453 0.6746 -0.1164
S: -3.0079 -0.2007 0.0600
H: 0.6483 2.5203 -0.5370
H: 0.2942 2.0412 0.9798
H: 2.6178 -0.2272 -0.3973
H: 1.7748 -2.4350 0.2156
H: -0.9139 -2.2795 0.0046
H: -3.8201 0.8516 -0.0989

Results of the natural (NBO) charge analysis, in e, for atoms 1 through 4: -0.636 -0.112 -0.399 0.041


Record 3
A single C7H10 molecule in a non-equilibrium geometry. Source: OMol25; level of theory: ωB97M-V/def2-TZVPD.

HOMO: -8.8 eV
electronic energy: -7419.49091 eV
2S+1: 1
relative energy (zero: lowest compared OMol25 entry of this formula, charge and spin): 35.6 kcal per mole
SMILES: C[C@@]12CC=C[C@@H]1C2

CARTESIAN COORDINATES (ANGSTROEM)
C: 0.6327 1.2266 1.4057
C: 0.1215 0.1974 0.4272
C: -1.3658 -0.0018 0.2165
C: -1.4278 -0.6643 -1.1393
C: -0.2743 -0.5008 -1.7995
C: 0.8241 0.0258 -0.8904
C: 1.0585 -0.9713 0.2747
H: 0.4833 0.8786 2.4329
H: 1.7099 1.3761 1.2657
H: 0.1486 2.2013 1.2873
H: -1.8335 -0.5056 1.0677
H: -1.8615 0.9745 0.1133
H: -2.2781 -1.2582 -1.4799
H: -0.1836 -0.6904 -2.8692
H: 1.6339 0.6446 -1.2739
H: 1.8423 -0.9823 1.0565
H: 0.7697 -1.9503 -0.0954

Results of the natural (NBO) charge analysis, in e, for atoms 1 through 4: -0.594 -0.046 -0.433 -0.192


Record 4
2 unconnected molecules or ions with the total composition ClH3P2. Source: OMol25; level of theory: ωB97M-V/def2-TZVPD.

HOMO: -9.5 eV
electronic energy: -31147.39807 eV
2S+1: 1
relative energy (zero: lowest compared OMol25 entry of this formula, charge and spin): 10.7 kcal per mole

CARTESIAN COORDINATES (ANGSTROEM)
P: 0.2917 0.6050 0.7415
P: 1.5875 -0.3543 1.9544
Cl: -1.6338 -0.8530 -2.6069
H: 1.1364 0.5904 -0.3792
H: -2.1260 0.3064 -2.7896
H: 0.7443 -0.2945 3.0797

Results of the natural (NBO) charge analysis, in e, for atoms 1 through 4: 0.042 0.037 -0.263 -0.040


Record 5
A single C6H11NO2 molecule in a non-equilibrium geometry. Source: OMol25; level of theory: ωB97M-V/def2-TZVPD.

HOMO: -8.0 eV
electronic energy: -11981.53105 eV
2S+1: 1
relative energy (zero: lowest compared OMol25 entry of this formula, charge and spin): 109.2 kcal per mole
SMILES: C/C=C(\O)[C@]1(C)ON1C

CARTESIAN COORDINATES (ANGSTROEM)
C: -2.6910 0.6073 0.2618
C: -1.2288 0.4192 0.5106
C: -0.5005 -0.6088 0.0162
O: -0.9154 -1.4702 -0.9670
C: 0.9148 -0.6996 0.3428
C: 1.5889 -2.0405 0.3255
O: 1.4350 0.3001 1.1326
N: 1.7331 0.5163 -0.2786
C: 1.5677 1.8769 -0.6878
H: -2.9798 0.2743 -0.7359
H: -3.2862 0.0422 0.9851
H: -2.9582 1.6566 0.3757
H: -0.7998 1.0102 1.3037
H: -1.8787 -1.4956 -0.9856
H: 2.6642 -1.8933 0.2498
H: 1.2665 -2.6122 -0.5409
H: 1.3728 -2.5810 1.2471
H: 2.0857 1.9386 -1.6509
H: 0.5298 2.1693 -0.8657
H: 2.0799 2.5903 -0.0384

Results of the natural (NBO) charge analysis, in e, for atoms 1 through 4: -0.653 -0.272 0.240 -0.681


Record 6
3 unconnected molecules or ions with the total composition C4H14N2O4 in a non-equilibrium geometry. Source: OMol25; level of theory: ωB97M-V/def2-TZVPD.

HOMO: -9.2 eV
electronic energy: -15545.45513 eV
2S+1: 1
relative energy (zero: lowest compared OMol25 entry of this formula, charge and spin): 11.9 kcal per mole
SMILES: NCCCNC(=O)O.O.O

CARTESIAN COORDINATES (ANGSTROEM)
N: -0.9228 -2.1423 2.2423
C: -0.7612 -0.8527 1.5906
C: -0.5317 -1.0859 0.0768
C: -0.3218 0.2394 -0.6561
N: 0.6231 1.1329 0.0296
C: 1.6439 1.7724 -0.6174
O: 2.3167 2.6464 -0.1342
O: 1.9418 1.3270 -1.8724
H: -0.9311 -2.0536 3.2458
H: -0.2926 -2.8602 1.9271
H: 0.1367 -0.3506 1.9589
H: -1.6464 -0.2220 1.6722
H: 0.2829 -1.8204 0.0190
H: -1.4006 -1.6370 -0.2888
H: -1.3283 0.6759 -0.6443
H: -0.0976 0.2537 -1.7166
H: 0.2012 1.6229 0.7983
H: 1.9123 0.3598 -1.9439
O: 2.6259 -1.4290 -1.8811
H: 2.4044 -2.2608 -1.4582
H: 3.0892 -0.8876 -1.2312
O: -2.8735 2.1307 -0.3274
H: -3.3447 2.5515 -1.0410
H: -2.7259 2.8895 0.2524

Results of the natural (NBO) charge analysis, in e, for atoms 1 through 4: -0.852 -0.217 -0.400 -0.260